Computed, not measured: a molecular structure, H18O9 in a non-equilibrium geometry, with ωB97M-V/def2-TZVPD.

Atoms and positions in Å:
H -0.93143 -1.39237 -0.62899
H -0.37684 -0.97020 0.74153
H -0.98737 0.71072 -1.33153
H -1.02382 1.18373 0.15241
H -5.54996 -0.87592 -2.61429
H -4.46043 -0.14932 -3.57718
H 4.27229 -2.82899 0.32730
H 3.47488 -1.58082 0.63271
H 1.82798 -0.41207 -0.82664
H 2.65277 0.50992 -1.68134
H 1.02090 3.54380 1.23259
H 0.89894 3.15303 -0.35783
H -2.37144 -3.39813 2.88790
H -1.74860 -2.20837 3.38507
H 0.68478 0.89709 -3.44997
H 2.07429 0.98675 -3.98733
H 0.49290 1.34864 4.43004
H 0.42546 2.29773 3.38938
O -0.87355 -0.65571 0.01639
O -1.56716 0.73992 -0.56821
O -4.67492 -0.37233 -2.65750
O 3.76681 -2.39734 1.08888
O 2.54457 -0.44528 -1.45572
O 0.61943 2.90443 0.60576
O -1.67190 -3.08658 3.50290
O 1.67541 0.76176 -3.18339
O -0.19401 1.73591 3.92706

Forces on the atoms, in the same order (eV/Å):
0.15 -0.04 0.77
1.68 -2.09 2.03
-0.09 0.53 0.09
-1.25 -0.42 -1.81
1.95 1.17 -0.55
-0.55 -0.32 0.38
-0.99 0.66 1.69
0.07 -0.44 0.39
-0.52 -0.22 0.38
-0.07 -1.44 0.20
-0.24 -0.39 -1.04
-0.64 -0.40 2.95
0.73 -0.17 0.65
-0.05 5.06 -0.32
2.56 -0.38 0.97
1.35 0.56 -2.03
0.73 -1.29 1.48
-1.46 -0.42 0.17
4.43 -10.65 2.81
-4.77 12.75 -3.84
-1.42 -0.88 0.15
0.91 -0.16 -2.20
1.28 0.48 1.20
0.89 0.76 -1.94
-0.69 -4.86 -0.34
-4.69 0.98 -0.59
0.72 1.62 -1.67

Its spin multiplicity is 1. The calculation puts the total energy at -18713.1519 eV. As for the strongest force on any atom: 14.14 eV Å⁻¹. The calculation puts the LUMO energy at -0.11 eV.

In the Löwdin picture, each atom carries the following charge in e:
1. H 0.10
2. H 0.03
3. H 0.04
4. H 0.08
5. H 0.07
6. H 0.03
7. H 0.07
8. H 0.01
9. H 0.01
10. H 0.04
11. H 0.04
12. H 0.10
13. H 0.06
14. H -0.05
15. H 0.12
16. H 0.02
17. H 0.01
18. H 0.05
19. O -0.13
20. O -0.13
21. O -0.10
22. O -0.11
23. O -0.09
24. O -0.11
25. O -0.02
26. O -0.08
27. O -0.05